# 1
Below is a molecular structure, C21H35BrF7N3O6RuS2Si, with properties calculated with ωB97M-V with the def2-TZVPD basis set.

Last column: Löwdin charge in e.
Atoms and positions in Å:
Ru: 0.08 -0.64 -0.16  1.185
Br: -1.75 -0.26 -1.80  0.630
S: 2.01 -3.05 -1.25  0.685
S: 1.45 -2.39 1.28  0.661
Si: -1.60 0.30 -4.21  0.699
F: 1.27 -2.41 3.84  0.179
F: 0.95 -4.86 -2.80  0.177
F: 3.21 -3.04 3.09  0.198
F: 0.63 1.11 -0.41  -0.448
F: 1.09 -5.45 -0.72  0.175
F: -0.44 -4.05 -1.35  0.141
F: 1.50 -4.37 2.94  0.191
O: 0.00 -2.59 1.08  -0.351
O: 3.12 -3.26 -2.08  -0.190
O: 1.21 -1.82 -1.52  -0.453
O: 1.70 -0.94 1.33  -0.337
O: -1.63 3.26 4.75  0.094
O: 2.40 3.13 5.34  -0.025
N: 0.50 2.69 4.22  0.100
N: -1.14 0.10 1.29  -0.119
N: 2.36 -3.16 0.30  -0.262
C: 1.91 -3.12 2.92  -0.694
C: -4.47 0.25 -3.71  -0.113
C: -3.67 1.11 -5.90  -0.076
C: -2.65 1.05 3.37  0.046
C: -0.08 2.55 -3.26  -0.094
C: -2.64 -2.26 -4.90  -0.092
C: -0.25 -2.22 -4.31  -0.116
C: -0.84 2.57 4.13  -0.445
C: -1.36 1.51 3.18  -0.072
C: -0.63 1.02 2.12  -0.044
C: -3.42 2.48 -3.84  -0.096
C: -3.16 0.08 2.52  -0.001
C: -0.14 1.51 -4.39  -0.617
C: -3.35 1.05 -4.40  -0.630
C: -1.00 -1.25 -6.49  -0.071
C: 0.81 -4.46 -1.55  -0.674
C: 1.21 0.79 -4.40  -0.083
C: -1.36 -1.42 -5.00  -0.620
C: -2.37 -0.38 1.49  -0.127
C: -0.31 2.25 -5.74  -0.077
C: 1.10 3.63 5.15  -0.231
H: 0.51 3.63 6.08  0.132
H: -2.76 3.17 -4.36  0.067
H: -0.92 -2.25 -6.94  0.098
H: 0.20 2.10 -2.31  0.038
H: 1.37 0.20 -3.49  0.069
H: -4.16 -0.31 2.64  0.124
H: -1.17 2.93 -5.73  0.070
H: 0.70 3.28 -3.52  0.098
H: 0.58 2.86 -5.90  0.098
H: -3.24 1.46 4.19  0.137
H: -2.97 -2.39 -3.87  0.076
H: -1.00 3.10 -3.11  0.061
H: -0.41 1.58 -6.59  0.075
H: -4.33 0.19 -2.63  0.038
H: 2.93 3.79 5.81  0.100
H: 1.13 2.03 3.80  0.138
H: -1.77 -0.71 -7.05  0.075
H: 0.36 1.38 1.88  0.115
H: -2.94 1.68 -6.48  0.074
H: 2.00 1.54 -4.45  0.099
H: -0.47 -2.37 -3.26  0.017
H: -0.05 -0.75 -6.64  0.070
H: -2.43 -3.26 -5.30  0.096
H: -3.19 2.52 -2.77  0.078
H: -3.76 0.12 -6.35  0.069
H: 1.33 0.13 -5.26  0.072
H: -0.19 -3.21 -4.78  0.097
H: -4.44 2.86 -3.97  0.094
H: -4.64 1.60 -6.03  0.098
H: 0.73 -1.76 -4.41  0.068
H: -4.58 -0.75 -4.10  0.062
H: -5.41 0.78 -3.88  0.094
H: -3.46 -1.85 -5.49  0.068
H: 1.10 4.63 4.73  0.137
H: -2.72 -1.13 0.80  0.096

Properties
total charge = +1
frontier orbital gap (alpha / beta) = 8.2 / 7.5 eV
spin multiplicity = 2
relative energy (zero: lowest compared OMol25 entry of this formula, charge and spin) = 0.1 kcal per mole



# 2
Below is a molecular structure, C21H35CeFP2 at a distorted geometry, with properties calculated with ωB97M-V with the def2-TZVPD basis set.

Last column: Löwdin charge in e.
Atoms and positions in Å:
Ce: 0.01 2.03 -1.81  0.947
P: 0.94 0.57 2.65  0.921
P: -1.23 -1.87 -0.23  0.978
F: -5.41 -3.12 3.65  0.079
C: 2.54 0.60 3.53  -0.149
C: -4.58 -1.61 2.02  0.037
C: -2.09 -2.91 2.15  -0.096
C: 2.42 0.04 -2.93  -0.181
C: -2.18 -1.08 -1.55  -0.160
C: 2.26 1.92 -1.23  -0.359
C: -0.43 0.04 3.71  -0.175
C: 1.22 2.81 -4.02  -0.193
C: -4.35 -2.66 2.91  -0.197
C: 0.43 2.22 2.03  -0.166
C: 1.89 3.27 -1.40  -0.358
C: 0.36 -0.96 -0.01  -0.270
C: 0.55 1.43 -3.93  -0.344
C: -3.11 -3.30 3.02  0.037
C: 1.14 -0.77 1.32  -0.264
C: 3.14 1.22 -2.25  -0.179
C: 0.93 0.36 -3.12  -0.386
C: -1.04 -3.62 -0.66  -0.141
C: -2.31 -1.90 1.20  -0.353
C: -3.55 -1.24 1.16  -0.072
C: 1.55 3.76 -2.79  -0.245
H: 0.49 3.42 -4.59  0.129
H: -2.33 0.00 -1.38  0.060
H: -0.47 2.26 1.38  0.057
H: -0.38 0.49 4.71  0.082
H: -0.35 1.38 -4.57  0.116
H: 1.04 -1.56 -0.63  0.102
H: -3.70 -0.45 0.42  0.105
H: 0.24 -0.50 -2.99  0.077
H: 3.01 -0.40 3.42  0.083
H: 0.77 4.54 -2.70  0.114
H: -1.38 0.32 3.23  0.063
H: 2.35 0.84 4.59  0.082
H: 0.21 2.82 2.95  0.087
H: -2.96 -4.09 3.77  0.143
H: 4.02 0.85 -1.72  0.110
H: -5.55 -1.11 1.96  0.145
H: 1.15 -1.71 1.92  0.100
H: 2.40 4.34 -3.17  0.139
H: -0.20 -4.07 -0.09  0.080
H: -0.45 -1.06 3.77  0.053
H: -1.97 -4.15 -0.38  0.091
H: 0.28 0.04 -0.50  0.010
H: -1.12 -3.43 2.18  0.116
H: 2.16 2.72 -4.61  0.130
H: 2.58 -0.91 -2.40  0.095
H: -1.75 -1.26 -2.54  0.076
H: 2.06 1.37 -0.28  0.073
H: -3.19 -1.54 -1.54  0.089
H: 3.49 1.92 -3.02  0.120
H: 1.24 2.76 1.50  0.063
H: 2.84 -0.15 -3.93  0.118
H: 2.21 -0.62 1.05  0.099
H: -0.87 -3.72 -1.75  0.084
H: 3.21 1.37 3.09  0.087
H: 1.85 4.01 -0.58  0.105

Properties
total charge = +2
frontier orbital gap (alpha / beta) = 5.0 / 5.0 eV
spin multiplicity = 1
relative energy (zero: lowest compared OMol25 entry of this formula, charge and spin) = 0.0 kcal per mole



# 3
Below is a molecular structure, C21H35N3O2PdSi4Te, with properties calculated with ωB97M-V with the def2-TZVPD basis set.

Last column: Löwdin charge in e.
Atoms and positions in Å:
Te: 0.79 0.13 -1.19  0.441
Pd: 2.97 0.46 0.31  0.643
Si: -2.54 -0.41 -2.60  0.294
Si: -1.55 -0.39 -0.46  0.011
Si: -2.56 1.36 0.74  0.325
Si: -1.83 -2.48 0.55  0.321
O: 4.92 3.23 2.51  0.112
O: 6.55 2.37 0.17  0.112
N: 4.53 1.53 0.96  -0.002
N: 4.23 0.07 -1.25  -0.053
N: 2.28 0.88 2.16  -0.045
C: 1.68 1.66 4.73  -0.028
C: 6.20 -0.17 -3.17  -0.035
C: -2.58 1.34 -3.26  -0.221
C: 6.36 0.70 -2.10  0.013
C: -3.64 -2.70 1.01  -0.213
C: -1.55 -1.49 -3.78  -0.229
C: 3.03 1.81 2.78  -0.162
C: 0.95 0.66 4.11  -0.049
C: -1.83 3.00 0.21  -0.220
C: 5.04 -0.92 -3.25  -0.036
C: 5.37 0.79 -1.15  -0.163
C: -4.29 -1.10 -2.52  -0.213
C: -4.42 1.35 0.40  -0.218
C: 4.29 2.30 2.07  -0.434
C: 1.27 0.30 2.81  -0.116
C: 5.57 1.68 0.08  -0.430
C: -1.30 -3.82 -0.65  -0.221
C: 2.74 2.24 4.05  0.017
C: 4.07 -0.78 -2.27  -0.144
C: -2.33 1.15 2.60  -0.212
C: -0.81 -2.65 2.13  -0.224
H: 0.25 -2.72 1.89  0.028
H: -4.29 -2.60 0.15  0.013
H: -1.59 1.80 -3.22  0.020
H: -2.84 1.96 3.14  0.035
H: -1.99 -1.45 -4.78  0.031
H: -1.27 -4.80 -0.16  0.030
H: 3.37 3.01 4.49  0.126
H: 0.13 0.16 4.60  0.113
H: -0.51 -1.14 -3.85  -0.005
H: -1.99 -3.89 -1.49  0.018
H: -1.10 -3.56 2.66  0.034
H: -4.29 -2.15 -2.21  0.017
H: -3.95 -1.95 1.75  0.019
H: -2.04 3.21 -0.84  0.019
H: -0.31 -3.61 -1.05  0.026
H: -4.92 2.13 0.99  0.032
H: 7.25 1.31 -1.96  0.125
H: -3.26 1.97 -2.69  0.015
H: 4.88 -1.62 -4.06  0.112
H: -2.73 0.20 2.95  0.022
H: 6.96 -0.26 -3.92  0.115
H: 0.72 -0.44 2.26  0.069
H: -0.97 -1.81 2.80  0.004
H: -4.63 1.53 -0.65  0.012
H: -1.53 -2.53 -3.46  0.015
H: -4.86 0.39 0.67  0.022
H: -0.74 2.99 0.33  0.014
H: -3.81 -3.68 1.45  0.031
H: -1.27 1.20 2.86  -0.008
H: -4.92 -0.54 -1.82  0.012
H: 3.13 -1.32 -2.29  0.048
H: -2.24 3.82 0.81  0.032
H: -2.92 1.35 -4.30  0.031
H: 1.43 1.96 5.74  0.116
H: -4.76 -1.05 -3.51  0.032

Properties
frontier orbital gap = 6.6 eV
spin multiplicity = 1
relative energy (zero: lowest compared OMol25 entry of this formula, charge and spin) = 0.0 kcal per mole



# 4
Below is a single C21H35N3O3S molecule at a distorted geometry, with properties calculated with ωB97M-V with the def2-TZVPD basis set.

Last column: Löwdin charge in e.
Atoms and positions in Å:
S: 0.63 -3.09 -1.25  0.660
O: 0.32 -4.19 -0.38  -0.283
O: 2.21 2.09 0.26  0.073
O: -0.37 -2.08 -1.44  -0.306
N: 0.63 1.65 -1.29  0.080
N: -1.68 2.78 -0.32  -0.157
N: 2.08 -2.40 -0.76  -0.240
C: 2.00 -0.50 1.42  -0.142
C: 3.41 -4.56 -2.72  -0.100
C: -1.62 2.82 2.13  -0.213
C: -2.19 3.44 3.23  -0.042
C: 0.38 3.02 -1.65  -0.150
C: 1.41 -0.18 0.05  -0.238
C: -1.12 3.34 -1.54  -0.177
C: -1.25 1.48 2.23  -0.035
C: 1.88 -2.00 1.67  -0.158
C: -3.21 1.09 -1.21  -0.045
C: 1.02 -3.74 -2.90  -0.224
C: 1.94 -4.95 -2.81  -0.276
C: 2.57 -2.78 0.55  -0.203
C: -1.36 3.57 0.86  -0.136
C: -2.39 2.74 4.41  -0.087
C: 1.46 1.30 -0.28  -0.476
C: 2.17 -0.98 -1.02  -0.152
C: -3.08 2.38 -0.40  -0.414
C: -4.02 3.46 -0.94  -0.049
C: -1.46 0.78 3.40  -0.076
C: -2.03 1.41 4.50  -0.094
H: -0.82 1.00 1.37  0.097
H: 1.79 -5.59 -3.69  0.111
H: -3.37 2.16 0.63  0.135
H: -1.18 -0.26 3.46  0.102
H: 2.38 -3.85 0.66  0.114
H: 1.64 -5.52 -1.93  0.100
H: -1.62 2.87 -2.38  0.110
H: -3.91 4.39 -0.38  0.072
H: -2.19 0.86 5.42  0.099
H: 3.57 -3.91 -1.87  0.052
H: 0.05 -3.99 -3.32  0.103
H: -3.04 1.26 -2.27  0.070
H: 2.34 -2.27 2.63  0.117
H: 0.98 3.63 -0.97  0.111
H: -1.90 4.54 0.88  0.122
H: -0.29 3.80 0.82  0.129
H: -3.83 3.67 -1.99  0.072
H: 1.75 -0.80 -2.01  0.118
H: 3.22 -0.70 -1.02  0.147
H: -1.25 4.43 -1.61  0.127
H: -5.05 3.13 -0.84  0.078
H: 0.37 -0.52 0.02  0.119
H: 4.02 -5.45 -2.60  0.074
H: 3.65 -2.60 0.57  0.132
H: 3.04 -0.19 1.45  0.125
H: -4.22 0.69 -1.10  0.080
H: -2.47 4.48 3.17  0.109
H: -2.83 3.24 5.26  0.101
H: 1.46 -2.92 -3.46  0.100
H: -0.05 0.97 -1.60  0.137
H: 1.46 0.06 2.19  0.112
H: 3.72 -4.04 -3.62  0.077
H: 0.83 -2.29 1.70  0.115
H: -2.50 0.35 -0.86  0.070
H: 0.72 3.22 -2.67  0.120

Properties
frontier orbital gap = 9.1 eV
spin multiplicity = 1
relative energy (zero: lowest compared OMol25 entry of this formula, charge and spin) = 8.8 kcal per mole